39
Properties=species:S:1:pos:R:3:mulliken_spin:R:1 method="wB97M-V/def2-TZVPD" homo_energy_ev="-18.8 / -18.7" total_charge=+3 s2=8.823 e_tot_ev=-84748.402 homo_lumo_gap_ev="7.29 / 4.41" lumo_energy_ev="-11.48 / -14.28" spin_multiplicity=6
Os 9.04494 6.85762 10.29768 3.006
Cl 14.78221 7.25058 13.90323 0.049
C 13.61740 6.55748 12.85360 0.100
C 13.96152 6.13301 11.58976 -0.067
C 12.94540 5.88968 10.67505 0.091
Cl 13.43824 5.29035 9.14830 0.034
C 11.65543 6.16996 11.01043 0.062
O 10.69424 6.02650 10.10526 0.261
C 11.32281 6.51432 12.38641 -0.033
C 10.04228 6.92562 12.81432 0.035
O 8.86855 6.95882 12.21250 0.028
C 12.31946 6.59214 13.33584 0.099
H 15.00637 5.80510 11.35836 -0.001
H 9.88203 7.04255 13.93959 0.005
H 12.20747 6.67374 14.43478 0.001
C 9.52194 10.41612 8.55807 0.008
S 10.35509 10.26243 10.12337 0.027
O 10.03533 8.93411 10.82952 0.130
C 12.00864 10.00730 9.44081 0.034
C 12.94547 11.02035 9.64383 0.211
C 14.14046 11.00335 8.87318 0.265
C 14.40094 9.98107 7.97485 0.010
C 13.58284 8.83133 7.93524 0.200
C 12.30105 8.92863 8.57990 0.185
H 9.56368 9.42805 8.07602 -0.001
H 10.02873 11.19027 7.98850 0.002
H 8.48689 10.74075 8.77030 0.002
H 12.72213 11.93648 10.18238 0.001
H 14.70446 11.94436 8.93797 0.003
H 15.26100 10.01555 7.36529 0.005
H 13.78380 7.89707 7.45225 0.005
H 11.62447 8.08930 8.41718 0.070
F 8.93858 7.34158 8.42452 0.142
P 5.60941 8.11943 9.91026 0.006
F 7.18748 8.60496 10.45057 0.012
F 5.08466 8.87475 11.16922 0.000
F 4.11817 7.63629 9.43200 0.001
F 5.83675 8.98502 8.64109 0.000
F 6.02454 6.66592 10.00267 0.010

63
Properties=species:S:1:pos:R:3:lowdin_charge:R:1 method="wB97M-V/def2-TZVPD" homo_energy_ev=-9.5 total_charge=0 smiles="C=CCN(C[C@@H](C)F)S(=O)(=O)F.ClC(Cl)(Cl)Cl.ClC(Cl)(Cl)Cl.ClC(Cl)(Cl)Cl.ClC(Cl)(Cl)Cl.ClC(Cl)(Cl)Cl.ClC(Cl)(Cl)Cl.ClC(Cl)(Cl)Cl.ClC(Cl)(Cl)Cl" e_tot_ev=-437259.412 homo_lumo_gap_ev=8.45 lumo_energy_ev=-1.08
C 0.80987 3.68547 -3.23900 -0.029
C 0.33610 3.20570 -4.58365 -0.108
C 0.18143 1.59132 -4.98329 -0.235
N 0.34731 0.66325 -3.79967 -0.215
C 1.11610 -0.60071 -4.19025 -0.156
C 2.67116 -0.59230 -3.66696 -0.239
C 3.41445 0.86788 -3.72175 -0.081
F 2.77921 -1.09328 -2.25835 -0.113
S -1.30961 0.21512 -3.32975 0.879
O -1.37681 -0.37669 -1.88024 -0.404
O -2.26385 1.46369 -3.30742 -0.378
F -1.97965 -0.97169 -4.41944 -0.251
H 1.37125 4.72626 -3.08455 0.078
H 0.71243 3.03313 -2.24469 0.064
H 0.03113 4.03941 -5.36712 0.109
H 0.97718 1.29556 -5.82210 0.139
H -0.87645 1.44882 -5.51832 0.131
H 0.57634 -1.49610 -3.62156 0.142
H 1.06319 -0.83140 -5.35266 0.149
H 3.28591 -1.33644 -4.34587 0.152
H 4.43850 0.87781 -3.11157 0.082
H 2.72441 1.65725 -3.19917 0.053
H 3.68602 1.19461 -4.82299 0.099
C -0.36384 -0.06600 1.64107 -1.963
Cl 0.04664 1.04169 0.30726 0.533
Cl 0.76600 -1.44364 1.63819 0.517
Cl -0.23929 0.80097 3.19272 0.472
Cl -2.02877 -0.66292 1.42629 0.489
C -5.76386 2.98762 -2.52678 -2.009
Cl -5.24098 4.64212 -2.12214 0.508
Cl -5.27860 2.60318 -4.19746 0.516
Cl -4.99992 1.83245 -1.40574 0.521
Cl -7.53590 2.87259 -2.38164 0.505
C 3.36412 2.93372 4.34668 -1.973
Cl 3.34236 1.47111 5.36393 0.471
Cl 5.04151 3.50647 4.16567 0.510
Cl 2.69078 2.55115 2.74200 0.475
Cl 2.38172 4.20615 5.11497 0.526
C -5.03588 -3.30310 2.42036 -1.978
Cl -5.98579 -2.79036 3.83786 0.521
Cl -3.41617 -3.82519 2.94799 0.494
Cl -5.86206 -4.65812 1.61036 0.486
Cl -4.87961 -1.93884 1.28510 0.498
C -2.33588 0.36665 6.83664 -2.006
Cl -2.35764 -1.09597 7.85390 0.514
Cl -0.65849 0.93940 6.65563 0.491
Cl -3.00922 -0.01592 5.23196 0.491
Cl -3.31828 1.63908 7.60493 0.514
C -4.73589 -8.47708 2.19909 -1.996
Cl -5.81308 -8.25228 0.79779 0.506
Cl -4.11694 -6.89380 2.73256 0.457
Cl -5.64354 -9.23889 3.52971 0.513
Cl -3.37007 -9.52346 1.73643 0.513
C 5.46412 3.34179 -0.14992 -1.996
Cl 4.85640 4.69257 0.84031 0.497
Cl 6.85569 2.58584 0.66650 0.514
Cl 4.17222 2.13332 -0.36291 0.501
Cl 5.97205 3.95530 -1.74368 0.512
C 4.86412 -2.31683 3.20697 -1.999
Cl 4.25640 -0.96605 4.19721 0.464
Cl 6.25569 -3.07278 4.02339 0.512
Cl 3.57222 -3.52530 2.99398 0.503
Cl 5.37205 -1.70332 1.61321 0.509

32
Properties=species:S:1:pos:R:3:lowdin_charge:R:1 method="wB97M-V/def2-TZVPD" homo_energy_ev=-2.9 total_charge=-1 e_tot_ev=-59895.915 homo_lumo_gap_ev=5.61 lumo_energy_ev=2.67
C 2.26981 -0.21530 2.71231 -0.014
C 1.21002 -1.18621 2.31494 -0.507
C -0.03888 -0.51086 1.68002 -0.587
C -1.44968 -1.04926 2.03298 -0.473
C -2.54607 -0.01811 2.04457 -0.009
O -1.59721 -2.21770 2.28439 0.096
O 1.30808 -2.39337 2.41273 0.072
H 1.87199 0.78857 2.82030 0.073
H 2.70312 -0.54666 3.65320 0.087
H 3.04028 -0.20679 1.94286 0.100
H -0.02100 0.58318 1.79513 0.102
H -2.18357 0.98189 2.26963 0.076
H -3.02404 0.00362 1.06767 0.092
H -3.29312 -0.29753 2.78404 0.084
Cl 0.23638 -1.00646 0.07395 0.881
C -0.50856 0.13849 -3.01702 -0.700
Cl -0.67046 1.56886 -2.11620 0.624
C 0.87095 -0.38057 -3.23620 -0.438
O 1.77761 -0.28174 -2.42531 -0.032
C 0.93728 -1.23280 -4.48156 -0.165
C -0.23739 -1.92622 -4.94407 -0.208
C -0.22044 -2.37254 -6.28156 -0.060
C 0.91388 -2.16893 -7.04274 -0.097
C 2.03124 -1.52655 -6.47183 -0.174
N 2.01598 -1.08569 -5.21690 0.099
C -1.37809 -1.80470 -4.11410 -0.703
Cl -2.77850 -2.69109 -4.51266 0.626
C -1.40921 -0.88814 -3.05708 -0.182
H -1.13893 -2.77483 -6.69292 0.076
H 0.95996 -2.47792 -8.08039 0.083
H 2.93490 -1.34299 -7.05705 0.086
H -2.13061 -0.95965 -2.26842 0.092

75
Properties=species:S:1:pos:R:3:lowdin_charge:R:1 method="wB97M-V/def2-TZVPD" homo_energy_ev=-9.3 total_charge=0 smiles="CCCCON(P(O)(O)=S)S(=O)(=O)F.ClC(Cl)(Cl)Cl.ClC(Cl)(Cl)Cl.ClC(Cl)(Cl)Cl.ClC(Cl)(Cl)Cl.ClC(Cl)(Cl)Cl.ClC(Cl)(Cl)Cl.ClC(Cl)(Cl)Cl.ClC(Cl)(Cl)Cl.ClC(Cl)(Cl)Cl.ClC(Cl)(Cl)Cl" e_tot_ev=-560994.330 homo_lumo_gap_ev=8.92 lumo_energy_ev=-0.38
C -3.05150 -2.94586 4.14322 -0.099
C -1.86323 -2.06043 4.58879 -0.236
C -0.59985 -2.28804 3.72837 -0.171
C 0.14957 -1.02426 3.28642 -0.238
O -0.71167 0.12382 3.22579 -0.262
N -0.71200 0.70746 1.94780 -0.280
P -2.42220 0.63516 1.44565 0.141
O -2.53613 1.58260 0.18703 -0.218
O -2.46821 -0.87127 0.91999 -0.175
S -3.66803 1.02723 2.81979 0.395
S -0.08248 2.28861 1.94650 0.585
O -1.07826 3.27127 2.15926 -0.235
O 0.77936 2.39850 0.82442 -0.296
F 0.85176 2.32030 3.19957 -0.177
H -2.98015 -3.19739 3.08304 0.061
H -3.99902 -2.41970 4.27341 0.066
H -3.10487 -3.86525 4.72882 0.067
H -1.65357 -2.32673 5.62436 0.092
H -2.20556 -1.02751 4.55940 0.068
H -0.87503 -2.90412 2.86884 0.098
H 0.10939 -2.88203 4.31301 0.107
H 0.97421 -0.80621 3.97141 0.084
H 0.60759 -1.21788 2.32176 0.031
H -2.20854 1.20000 -0.64993 -0.009
H -1.71066 -1.09415 0.35544 0.082
C -2.20079 1.14768 -3.92395 -2.003
Cl -3.06175 0.51534 -5.32307 0.511
Cl -2.95081 2.63865 -3.36991 0.568
Cl -2.27431 -0.06103 -2.61116 0.558
Cl -0.51618 1.43482 -4.34755 0.513
C 4.01453 -1.59715 1.43668 -2.022
Cl 3.79175 -0.75308 -0.09385 0.507
Cl 4.30941 -0.43069 2.72706 0.549
Cl 2.53490 -2.49889 1.79568 0.590
Cl 5.38845 -2.70098 1.31345 0.515
C 0.53758 0.70084 7.35233 -2.031
Cl 1.13190 -0.93662 7.05810 0.515
Cl -1.08470 0.63438 8.04900 0.527
Cl 1.63350 1.50398 8.48464 0.534
Cl 0.48676 1.59405 5.83454 0.601
C 2.92632 2.59129 -2.74224 -2.020
Cl 1.94357 1.51476 -1.75055 0.522
Cl 2.65290 4.25933 -2.24045 0.556
Cl 4.63386 2.18044 -2.54462 0.514
Cl 2.47266 2.41022 -4.44463 0.471
C 8.24707 0.20953 -1.39890 -2.050
Cl 7.33994 -0.94758 -0.42093 0.487
Cl 7.91187 1.84727 -0.82515 0.518
Cl 9.97602 -0.12172 -1.26510 0.530
Cl 7.74635 0.06923 -3.08822 0.517
C 2.68922 4.13943 -8.52741 -2.053
Cl 1.66785 3.04993 -7.57935 0.487
Cl 2.40367 5.80279 -8.01175 0.531
Cl 4.38442 3.72218 -8.26450 0.529
Cl 2.30227 3.97611 -10.24122 0.519
C -1.45838 -3.36900 -6.60828 -2.046
Cl 0.16810 -3.16556 -7.26722 0.526
Cl -2.64365 -2.85206 -7.81192 0.509
Cl -1.72290 -5.06364 -6.19458 0.536
Cl -1.63458 -2.36518 -5.16615 0.487
C -6.52974 2.54862 0.09224 -2.046
Cl -6.03217 0.87661 -0.19099 0.522
Cl -8.26715 2.68825 -0.21691 0.520
Cl -6.18823 3.02093 1.75321 0.514
Cl -5.65444 3.61829 -1.01078 0.509
C 0.02430 -3.85398 10.51260 -2.057
Cl -0.35518 -5.11089 9.32769 0.517
Cl -1.05815 -4.00893 11.89950 0.525
Cl 1.69769 -4.03921 11.04830 0.523
Cl -0.18302 -2.26937 9.76618 0.489
C -1.34763 0.56700 -10.16952 -2.051
Cl 0.15160 -0.32537 -10.44431 0.524
Cl -1.84108 0.37429 -8.48596 0.475
Cl -1.09054 2.27756 -10.51601 0.518
Cl -2.61402 -0.06696 -11.22620 0.529

31
Properties=species:S:1:pos:R:3:lowdin_charge:R:1 method="wB97M-V/def2-TZVPD" homo_energy_ev=-3.1 total_charge=-1 e_tot_ev=-28435.115 homo_lumo_gap_ev=5.93 lumo_energy_ev=2.83
F -0.90656 -5.46797 -0.39169 0.084
C -1.54487 -4.33038 0.04359 -0.522
F -2.88919 -4.53692 -0.15315 0.084
F -1.34937 -4.27036 1.40242 0.092
C -1.04011 -3.09564 -0.64794 -0.193
C -1.88330 -1.99878 -0.82646 -0.058
C -1.39029 -0.85067 -1.41711 -0.060
C -0.00935 -0.72263 -1.77835 -0.271
C 0.53910 0.47105 -2.29597 -0.194
C 1.82885 0.55824 -2.81809 -0.376
N 2.82687 0.71085 -3.42734 0.055
C 0.79081 -1.90148 -1.65220 -0.042
C 0.28495 -3.05174 -1.06330 -0.048
H -2.91576 -2.05658 -0.47447 0.111
H -2.06979 -0.01219 -1.60714 0.097
H -0.13258 1.30688 -2.50693 0.083
H 1.81326 -1.89403 -2.02096 0.096
H 0.93058 -3.91419 -0.90687 0.112
C 0.07656 3.53365 1.34908 -0.134
C -0.65219 3.36005 2.68135 -0.147
O 0.13416 2.44549 3.52414 0.001
C 1.12705 1.85129 2.77330 -0.419
O 1.92484 1.05661 3.21537 0.102
C 1.05847 2.38480 1.32487 -0.194
C 1.75141 1.85908 0.29609 0.110
H -0.59960 3.48165 0.48526 0.121
H 0.58679 4.51832 1.35076 0.122
H -0.77945 4.29834 3.22748 0.114
H -1.64370 2.91599 2.51320 0.121
H 2.45294 1.04769 0.49352 0.091
H 1.67946 2.30357 -0.69244 0.062

38
Properties=species:S:1:pos:R:3:mulliken_spin:R:1 method="wB97M-V/def2-TZVPD" homo_energy_ev="-19.2 / -19.5" total_charge=+3 s2=8.821 e_tot_ev=-50551.231 homo_lumo_gap_ev="7.75 / 5.63" lumo_energy_ev="-11.49 / -13.91" spin_multiplicity=6
Ir 0.92826 0.47687 -1.22118 3.152
N 0.84416 -3.47648 0.61896 0.051
C 1.07312 -2.49214 -0.23810 -0.039
N 0.32505 -1.40444 -0.27412 0.165
C -0.72727 -1.28419 0.61210 -0.068
N -1.53147 -0.20105 0.55097 0.484
N -1.10435 0.67990 -0.32413 0.157
C -1.80586 1.72302 -0.67396 0.144
C -1.21770 2.56688 -1.66743 0.042
C -1.82832 3.72453 -2.10094 0.077
C -1.18944 4.50854 -3.06951 -0.007
C 0.02920 4.09770 -3.55765 0.064
C 0.59956 2.90634 -3.08550 0.043
N -0.01078 2.15821 -2.17101 0.112
C -1.01234 -2.28468 1.55890 0.113
C -2.05731 -2.19322 2.50324 -0.040
C -2.23625 -3.21591 3.38346 0.075
C -1.39995 -4.36977 3.34399 0.090
C -0.37133 -4.49065 2.43680 -0.022
C -0.17043 -3.44948 1.55112 0.110
H 1.45380 -4.29191 0.58415 -0.001
H 1.90562 -2.60623 -0.92067 0.000
H -2.78897 1.91658 -0.25248 -0.007
H -2.78557 4.01612 -1.68665 0.001
H -1.65050 5.42000 -3.42690 0.002
H 0.56190 4.67300 -4.30328 0.001
H 1.55742 2.56989 -3.46110 0.010
H -2.69634 -1.32231 2.51998 0.000
H -3.02250 -3.15821 4.12426 0.000
H -1.58063 -5.17352 4.04732 0.000
H 0.26182 -5.36938 2.41805 0.001
F 1.39742 1.34085 0.64677 0.140
P 3.28629 1.39357 0.38271 -0.003
F 3.23186 2.84179 0.87974 0.002
F 2.72436 1.88871 -1.13660 0.074
F 2.87477 -0.14776 -0.26597 0.075
F 4.72948 1.29434 -0.09235 0.001
F 3.40318 0.73448 1.76701 0.003